Entry 1:
The following is a DFT calculation (ωB97M-V with the def2-TZVPD basis set) of an isolated molecule of C2H5N3O2.

Output
Multiplicity: 1
SMILES: N/N=C(/N)C(=O)O
E_LUMO, eV: 0.665
Kohn-Sham gap, eV: 9.3
F_max, eV/A: 7.2

CARTESIAN COORDINATES (ANGSTROEM)
N 2.04 -0.75 -0.21
N 1.30 0.42 -0.10
C 0.09 0.48 -0.33
N -0.56 1.75 -0.11
C -0.82 -0.67 -0.17
O -0.52 -1.76 0.01
O -2.12 -0.34 -0.21
H 3.00 -0.52 0.00
H 1.39 -1.48 0.33
H -1.19 1.60 0.70
H 0.10 2.42 0.22
H -2.72 -1.15 -0.12


Entry 2:
The following is a DFT calculation (ωB97M-V with the def2-TZVPD basis set) of an isolated molecule of C2H5N3O2S.

Output
Multiplicity: 1
SMILES: [H]/N=C(\NO)SC(N)=O
E_LUMO, eV: 0.572
Kohn-Sham gap, eV: 9.7
F_max, eV/A: 2.0

CARTESIAN COORDINATES (ANGSTROEM)
H 0.37 2.29 2.31
N -0.37 1.67 1.95
C 0.05 0.76 1.17
N 1.37 0.57 0.83
O 1.69 -0.82 0.84
S -1.14 -0.53 0.67
C -0.59 -0.66 -1.07
N -1.64 -0.96 -1.89
O 0.56 -0.73 -1.43
H 2.04 1.18 1.34
H 1.61 -0.95 -0.16
H -1.36 -1.25 -2.80
H -2.59 -0.57 -1.75


Entry 3:
The following is a DFT calculation (ωB97M-V with the def2-TZVPD basis set) of an isolated molecule of C2H5N3OS.

Output
Multiplicity: 1
SMILES: [H]/N=C(/N)N(O)C=S
E_LUMO, eV: -0.130
Kohn-Sham gap, eV: 9.0
F_max, eV/A: 1.8

CARTESIAN COORDINATES (ANGSTROEM)
H 0.14 2.09 0.84
N -0.73 1.58 1.08
C -0.62 0.45 0.51
N -1.58 -0.54 0.57
N 0.62 -0.02 -0.09
O 1.65 0.88 0.11
C 0.82 -0.87 -1.16
S -0.21 -1.95 -1.86
H -1.49 -1.21 -0.15
H -2.54 -0.19 0.71
H 2.09 0.63 0.94
H 1.85 -0.87 -1.50


Entry 4:
The following is a DFT calculation (ωB97M-V with the def2-TZVPD basis set) of an isolated molecule of C2H5N3OS.

Output
Multiplicity: 1
SMILES: NNC1=NOCS1
E_LUMO, eV: 0.665
Kohn-Sham gap, eV: 9.4
F_max, eV/A: 1.8

CARTESIAN COORDINATES (ANGSTROEM)
N 0.38 2.25 -1.06
N -0.51 1.15 -1.05
C -0.17 0.06 -0.33
N 0.99 -0.11 0.22
O 1.10 -1.38 0.79
C -0.18 -1.87 1.12
S -1.30 -1.30 -0.19
H 1.11 1.97 -1.71
H 0.80 2.27 -0.13
H -1.49 1.40 -0.97
H -0.56 -1.47 2.08
H -0.17 -2.98 1.24


Entry 5:
The following is a DFT calculation (ωB97M-V with the def2-TZVPD basis set) of an isolated molecule of C2H5N3OS.

Output
Multiplicity: 1
SMILES: N/N=C\C(=O)NS
E_LUMO, eV: 0.528
Kohn-Sham gap, eV: 9.7
F_max, eV/A: 5.4

CARTESIAN COORDINATES (ANGSTROEM)
N -0.41 1.30 -0.74
N -0.86 1.22 0.62
C -0.59 0.07 1.18
C -0.37 -1.11 0.26
O -1.35 -1.86 -0.18
N 0.89 -1.20 -0.12
S 2.22 -0.13 0.26
H -0.52 0.53 -1.38
H -0.70 2.27 -1.04
H -0.89 -0.16 2.17
H 1.15 -1.98 -0.75
H 1.44 1.07 -0.27


Entry 6:
The following is a DFT calculation (ωB97M-V with the def2-TZVPD basis set) of an isolated molecule of C2H5N3OS.

Output
Multiplicity: 1
SMILES: [H]/N=C(/NN)SC=O
E_LUMO, eV: 0.631
Kohn-Sham gap, eV: 10.1
F_max, eV/A: 4.2

CARTESIAN COORDINATES (ANGSTROEM)
H -1.32 1.89 1.47
N -0.53 2.14 0.84
C -0.03 1.07 0.41
N 0.95 1.10 -0.73
N 1.83 0.08 -1.11
S -0.37 -0.49 1.08
C -0.71 -1.11 -0.60
O -1.06 -2.21 -0.82
H 1.15 2.06 -0.91
H 2.64 -0.19 -0.38
H 1.34 -0.95 -1.32
H -0.63 -0.29 -1.42


Entry 7:
The following is a DFT calculation (ωB97M-V with the def2-TZVPD basis set) of an isolated molecule of C2H5N3OS2.

Output
Multiplicity: 1
SMILES: NN/C(=N\O)SC=S
E_LUMO, eV: -0.469
Kohn-Sham gap, eV: 8.4
F_max, eV/A: 1.5

CARTESIAN COORDINATES (ANGSTROEM)
N 1.84 -0.39 2.32
N 0.68 -1.03 1.89
C -0.11 -0.55 0.87
N -1.32 -0.92 0.66
O -1.70 -1.88 1.62
S 0.67 0.62 -0.21
C -0.40 0.59 -1.58
S -0.19 1.55 -2.87
H 1.71 0.59 2.41
H 2.59 -0.53 1.65
H 0.20 -1.51 2.62
H -2.60 -2.02 1.42
H -1.22 -0.11 -1.46


Entry 8:
The following is a DFT calculation (ωB97M-V with the def2-TZVPD basis set) of an isolated molecule of C2H5N3S.

Output
Multiplicity: 1
SMILES: [S-][N+]1=NCCN1
E_LUMO, eV: 0.145
Kohn-Sham gap, eV: 8.7
F_max, eV/A: 3.9

CARTESIAN COORDINATES (ANGSTROEM)
S 3.67 0.12 0.04
N 2.12 -0.11 0.12
N 1.52 -1.19 0.16
C 0.13 -1.14 0.09
C -0.14 0.36 0.11
N 1.16 1.08 0.14
H -0.53 -1.74 0.76
H -0.02 -1.59 -1.04
H -0.58 0.61 -0.87
H -0.68 0.56 1.05
H 1.15 1.65 -0.72


Entry 9:
The following is a DFT calculation (ωB97M-V with the def2-TZVPD basis set) of an isolated molecule of C2H5N3S.

Output
Multiplicity: 1
SMILES: NN1C=CSN1
E_LUMO, eV: 0.868
Kohn-Sham gap, eV: 8.5
F_max, eV/A: 4.6

CARTESIAN COORDINATES (ANGSTROEM)
N -1.41 0.63 -0.41
N -0.48 0.43 0.67
C 0.02 -0.87 0.51
C 1.16 -1.08 -0.21
S 2.09 0.36 -0.44
N 0.96 1.26 0.47
H -2.30 0.97 0.00
H -1.47 -0.17 -0.92
H -0.74 -1.65 0.56
H 1.55 -2.05 -0.32
H 0.64 2.17 0.08


Entry 10:
The following is a DFT calculation (ωB97M-V with the def2-TZVPD basis set) of an isolated molecule of C2H5N3S.

Output
Multiplicity: 1
SMILES: [H]/N=C(\N)NC=S
E_LUMO, eV: 0.238
Kohn-Sham gap, eV: 8.5
F_max, eV/A: 6.2

CARTESIAN COORDINATES (ANGSTROEM)
H -1.48 2.11 -0.04
N -0.57 1.74 -0.36
C -0.56 0.44 -0.09
N -1.47 -0.38 0.43
N 0.46 -0.51 -0.46
C 1.75 -0.47 -0.23
S 2.78 0.62 0.24
H -1.00 -0.72 1.52
H -2.42 0.16 0.42
H 0.32 -1.56 -0.71
H 2.21 -1.44 -0.72


Entry 11:
The following is a DFT calculation (ωB97M-V with the def2-TZVPD basis set) of an isolated molecule of C2H5N3S.

Output
Multiplicity: 1
SMILES: C=NN1CN1S
E_LUMO, eV: 0.722
Kohn-Sham gap, eV: 9.2
F_max, eV/A: 3.1

CARTESIAN COORDINATES (ANGSTROEM)
C -2.21 0.63 -0.22
N -1.13 0.07 -0.57
N -0.06 -0.25 0.17
C 1.24 -0.16 -0.45
N 1.11 0.67 0.72
S 2.09 0.34 2.00
H -2.29 1.28 0.56
H -3.01 0.61 -0.94
H 1.89 -1.18 -0.40
H 1.45 0.45 -1.47
H 2.71 -0.81 1.55


Entry 12:
The following is a DFT calculation (ωB97M-V with the def2-TZVPD basis set) of an isolated molecule of C2H5N3S.

Output
Multiplicity: 1
SMILES: [H]/N=C/N/C=N\S
E_LUMO, eV: 0.754
Kohn-Sham gap, eV: 9.3
F_max, eV/A: 0.9

CARTESIAN COORDINATES (ANGSTROEM)
H 2.60 -1.77 0.01
N 2.37 -0.79 -0.01
C 1.12 -0.60 0.00
N 0.65 0.70 -0.01
C -0.63 1.22 -0.01
N -1.80 0.71 -0.01
S -2.06 -0.97 0.00
H 0.35 -1.37 0.00
H 1.41 1.40 0.00
H -0.61 2.30 0.04
H -3.40 -0.85 -0.01


Entry 13:
The following is a DFT calculation (ωB97M-V with the def2-TZVPD basis set) of a 2-piece molecular cluster, C2H5N3S overall.

Output
Multiplicity: 1
E_LUMO (spin up / spin down), eV: -0.035 / -0.118
Kohn-Sham gap (spin up / spin down), eV: 8.0 / 8.0
F_max, eV/A: 4.3

CARTESIAN COORDINATES (ANGSTROEM)
C -0.36 1.59 -0.26
C 0.56 0.53 -0.62
N -0.85 1.53 0.97
N 0.69 -0.34 0.53
N -0.14 -2.06 0.00
S -0.08 0.35 1.83
H -0.80 2.34 -0.88
H 0.30 -0.11 -1.52
H 1.58 1.00 -0.75
H 0.31 -2.71 0.69
H -1.20 -2.13 0.01


Entry 14:
The following is a DFT calculation (ωB97M-V with the def2-TZVPD basis set) of an isolated molecule of C2H5N3S.

Output
Multiplicity: 1
SMILES: [H]/N=C(\N)NC=S
E_LUMO, eV: 0.274
Kohn-Sham gap, eV: 8.9
F_max, eV/A: 2.7

CARTESIAN COORDINATES (ANGSTROEM)
H 1.74 1.65 0.23
N 0.83 1.35 -0.22
C 0.57 0.11 -0.20
N 1.47 -0.93 -0.02
N -0.74 -0.38 -0.36
C -1.74 0.47 0.00
S -3.30 -0.07 -0.08
H 1.36 -1.70 0.63
H 2.37 -0.54 0.04
H -1.12 -1.30 -0.57
H -1.44 1.34 0.55


Entry 15:
The following is a DFT calculation (ωB97M-V with the def2-TZVPD basis set) of an isolated molecule of C2H5N3S2.

Output
Multiplicity: 1
SMILES: NN(C=S)/C=N\S
E_LUMO, eV: -0.385
Kohn-Sham gap, eV: 7.8
F_max, eV/A: 7.4

CARTESIAN COORDINATES (ANGSTROEM)
N -0.72 0.45 0.48
N 0.61 0.05 0.07
C 1.63 1.02 0.00
S 1.51 2.62 0.14
C 0.65 -1.24 -0.07
N -0.46 -1.97 -0.07
S -2.11 -1.91 -0.37
H -1.00 1.16 -0.23
H -0.68 0.84 1.51
H 2.57 0.52 -0.25
H 1.57 -1.70 0.07
H -2.43 -0.53 -0.33


Entry 16:
The following is a DFT calculation (ωB97M-V with the def2-TZVPD basis set) of an isolated molecule of C2H5N3S2.

Output
Multiplicity: 1
SMILES: N/N=C\NSC=S
E_LUMO, eV: -0.361
Kohn-Sham gap, eV: 7.8
F_max, eV/A: 1.6

CARTESIAN COORDINATES (ANGSTROEM)
N -1.44 1.07 0.32
N -0.40 1.92 0.19
C 0.79 1.44 0.10
N 1.19 0.12 -0.03
S 0.61 -0.86 -1.28
C -0.12 -2.15 -0.42
S -0.17 -2.25 1.21
H -1.35 0.07 0.46
H -2.32 1.49 0.11
H 1.57 2.17 0.08
H 2.13 -0.10 0.34
H -0.51 -2.91 -1.09


Entry 17:
The following is a DFT calculation (ωB97M-V with the def2-TZVPD basis set) of a 2-piece molecular cluster, C2H5N4 overall.

Output
Multiplicity: 1
Total charge: +1
E_LUMO (spin up / spin down), eV: -5.669 / -5.669
Kohn-Sham gap (spin up / spin down), eV: 8.6 / 8.6
F_max, eV/A: 3.4

CARTESIAN COORDINATES (ANGSTROEM)
C 1.26 0.95 1.97
C 0.91 0.85 0.67
N 1.75 0.99 3.01
N 1.12 0.20 -0.31
N -1.55 -0.52 -0.37
N 0.86 -0.23 -1.46
H -1.39 -1.27 0.34
H -1.17 0.35 0.02
H 1.63 -0.35 -2.10
H -2.52 -0.48 -0.46
H -0.89 -0.48 -1.32


Entry 18:
The following is a DFT calculation (ωB97M-V with the def2-TZVPD basis set) of an isolated ion of composition C2H5N4 and charge +1.

Output
Multiplicity: 3
Total charge: +1
E_LUMO (spin up / spin down), eV: -4.989 / -7.306
Kohn-Sham gap (spin up / spin down), eV: 7.5 / 7.2
F_max, eV/A: 3.9

CARTESIAN COORDINATES (ANGSTROEM)
C -0.60 -0.95 0.73
C -0.10 0.46 -1.17
N 0.96 1.25 -0.54
N 1.41 0.98 0.54
N 1.14 0.05 1.36
N -0.83 -0.52 -0.40
H -1.16 -1.49 1.47
H -0.81 1.21 -1.45
H 0.27 -0.07 -1.93
H 1.39 -0.16 2.35
H -1.69 -0.76 -0.96


Entry 19:
The following is a DFT calculation (ωB97M-V with the def2-TZVPD basis set) of an isolated molecule of C2H5N5.

Output
Multiplicity: 1
SMILES: [H]/N=c1\cn[nH]n1N
E_LUMO, eV: 0.837
Kohn-Sham gap, eV: 9.1
F_max, eV/A: 3.9

CARTESIAN COORDINATES (ANGSTROEM)
H -0.62 2.49 0.06
N -1.06 1.57 -0.07
C -0.09 0.72 -0.11
C 1.35 0.86 0.05
N 1.95 -0.27 0.10
N 0.97 -1.18 -0.02
N -0.26 -0.63 -0.35
N -1.39 -1.24 0.23
H 1.88 1.77 0.15
H 1.20 -2.13 -0.43
H -2.14 -1.38 -0.48
H -1.78 -0.57 0.88


Entry 20:
The following is a DFT calculation (ωB97M-V with the def2-TZVPD basis set) of an isolated molecule of C2H5N5.

Output
Multiplicity: 1
SMILES: CN=c1[nH]nn[nH]1
E_LUMO, eV: 0.951
Kohn-Sham gap, eV: 9.5
F_max, eV/A: 3.6

CARTESIAN COORDINATES (ANGSTROEM)
C -1.66 -0.10 1.15
N -0.26 0.49 1.01
C 0.48 0.16 0.02
N 0.19 -0.40 -1.15
N 1.31 -0.40 -2.03
N 2.25 0.15 -1.41
N 1.85 0.48 -0.16
H -2.29 0.77 1.27
H -1.70 -0.68 2.14
H -1.88 -0.78 0.25
H -0.68 -0.73 -1.51
H 2.37 1.04 0.42


In the order shown, the computed ΔE to the lowest compared entry with this formula, charge and spin values come out to 72.09 46.84 62.78 82.55 79.38 81.27 68.34 98.28 102.40 70.94 135.19 33.50 107.33 21.86 97.01 69.64 81.55 67.25 76.30 64.25 kcal per mole.